[1]
11 unconnected molecules or ions with the total composition C44H51Br2F10N4O36S. Source: OMol25; level of theory: wB97M-V/def2-TZVPD.

Geometry as XYZ:
```
148
Properties=species:S:1:pos:R:3:lowdin_charge:R:1
C 2.48 -0.96 2.31 0.029
C 3.96 -1.18 1.75 -0.421
O 4.05 -1.83 0.72 0.070
O 5.08 -0.62 2.38 -0.040
C 5.58 0.54 1.67 -0.161
C 4.46 1.45 1.01 -0.157
C 4.25 1.15 -0.56 -0.170
C 2.70 1.32 -0.99 -0.182
C 2.33 0.40 -2.23 -0.107
C 0.82 -0.08 -2.30 -0.317
C -0.26 0.81 -3.07 -0.598
Br -0.23 0.45 -5.04 0.731
N -1.58 0.52 -2.40 0.062
C -1.14 0.51 -0.99 -0.180
N -1.71 1.06 0.04 -0.059
C -1.08 0.97 1.39 -0.022
C -0.68 2.48 1.79 -0.688
O -0.38 2.71 2.93 0.043
Br -0.60 3.96 0.49 0.815
N -2.93 1.72 -0.21 0.170
C -3.86 1.03 0.37 -0.146
O -4.65 0.46 1.01 0.276
N 0.10 -0.26 -1.02 -0.109
S -0.09 -1.93 -0.62 0.685
C -1.17 -2.79 -1.83 -0.098
O 1.26 -2.51 -0.58 -0.279
O -0.70 -2.07 0.71 -0.311
H 2.02 -0.01 1.87 0.053
H 2.44 -0.92 3.44 0.105
H 1.84 -1.83 1.97 0.079
H 6.11 1.18 2.45 0.136
H 6.39 0.31 0.90 0.141
H 3.48 1.47 1.58 0.099
H 4.85 2.53 1.05 0.123
H 4.56 0.10 -0.84 0.100
H 4.82 1.91 -1.20 0.122
H 2.53 2.42 -1.25 0.114
H 2.09 1.12 -0.05 0.072
H 2.96 -0.55 -2.15 0.126
H 2.64 0.91 -3.19 0.135
H 0.84 -1.04 -2.89 0.120
H -0.18 1.93 -3.06 0.109
H -2.08 -0.32 -2.72 0.120
H -0.09 0.41 1.38 0.124
H -1.72 0.48 2.18 0.169
H -1.02 -2.26 -2.83 0.070
H -0.91 -3.89 -1.89 0.087
H -2.28 -2.66 -1.59 0.101
C 3.85 -4.95 -0.55 -0.062
C 3.67 -6.20 0.26 -0.307
O 3.61 -7.21 -0.71 0.124
C 4.36 -6.76 -1.76 -0.533
O 4.75 -7.44 -2.65 0.189
O 4.60 -5.42 -1.66 0.085
F 2.49 -6.18 0.94 0.049
H 2.90 -4.54 -0.90 0.129
H 4.39 -4.17 -0.01 0.128
H 4.49 -6.40 0.96 0.183
C 0.10 -7.94 -1.75 -0.044
C -1.00 -8.26 -0.79 -0.309
O -1.84 -7.13 -0.89 0.147
C -1.68 -6.65 -2.15 -0.530
O -2.42 -5.88 -2.68 0.126
O -0.57 -7.18 -2.74 0.085
F -0.53 -8.35 0.48 0.088
H 0.89 -7.34 -1.30 0.133
H 0.55 -8.84 -2.18 0.155
H -1.57 -9.16 -1.04 0.182
C -3.54 -6.44 -5.38 -0.078
C -4.22 -5.41 -6.22 -0.320
O -4.47 -6.09 -7.43 0.140
C -4.62 -7.40 -7.09 -0.533
O -5.10 -8.23 -7.79 0.187
O -4.15 -7.65 -5.83 0.077
F -3.39 -4.36 -6.47 0.066
H -2.46 -6.49 -5.55 0.149
H -3.71 -6.29 -4.31 0.110
H -5.16 -5.03 -5.80 0.175
C 0.80 7.51 -2.82 -0.041
C 0.61 6.30 -1.96 -0.344
O 0.57 5.24 -2.90 0.109
C 1.34 5.66 -3.95 -0.514
O 1.75 4.94 -4.81 0.160
O 1.57 7.00 -3.90 0.098
F -0.57 6.33 -1.30 0.003
H -0.14 7.91 -3.20 0.140
H 1.33 8.31 -2.30 0.154
H 1.42 6.12 -1.25 0.172
C -4.87 8.24 -3.74 -0.063
C -3.78 7.34 -4.25 -0.328
O -2.75 8.25 -4.59 0.128
C -2.91 9.32 -3.75 -0.537
O -2.08 10.15 -3.56 0.175
O -4.13 9.30 -3.15 0.082
F -4.17 6.69 -5.37 0.081
H -5.50 8.63 -4.54 0.152
H -5.50 7.75 -3.00 0.143
H -3.41 6.62 -3.51 0.170
C 2.58 5.85 -7.56 -0.074
C 1.87 5.12 -8.65 -0.322
O 2.44 5.66 -9.83 0.138
C 3.70 6.04 -9.48 -0.535
O 4.56 6.28 -10.27 0.182
O 3.86 6.08 -8.13 0.076
F 0.54 5.39 -8.65 0.072
H 2.11 6.81 -7.33 0.151
H 2.65 5.27 -6.64 0.105
H 2.02 4.03 -8.64 0.175
C 1.97 -6.02 3.86 -0.070
C 2.17 -7.12 4.86 -0.318
O 3.31 -6.68 5.58 0.143
C 3.28 -5.32 5.53 -0.536
O 3.92 -4.61 6.23 0.182
O 2.43 -4.87 4.56 0.069
F 2.47 -8.29 4.25 0.080
H 2.57 -6.16 2.96 0.113
H 0.93 -5.92 3.56 0.146
H 1.33 -7.26 5.55 0.176
C -1.11 4.67 5.32 -0.071
C -0.59 3.62 6.25 -0.332
O -0.94 4.12 7.53 0.140
C -2.07 4.86 7.33 -0.531
O -2.79 5.22 8.21 0.180
O -2.26 5.15 6.01 0.074
F 0.76 3.53 6.17 0.077
H -0.41 5.49 5.17 0.151
H -1.38 4.26 4.35 0.109
H -1.03 2.63 6.10 0.136
C -0.38 -1.02 9.17 -0.060
C 0.28 0.31 9.33 -0.317
O 0.88 0.52 8.06 0.141
C 0.10 -0.15 7.17 -0.536
O 0.14 0.01 5.98 0.143
O -0.74 -1.03 7.79 0.073
F 1.26 0.26 10.26 0.086
H 0.29 -1.86 9.37 0.149
H -1.26 -1.13 9.80 0.144
H -0.40 1.13 9.55 0.179
C -5.87 -0.03 4.90 -0.060
C -6.09 1.44 4.79 -0.325
O -5.00 1.99 5.52 0.150
C -3.99 1.08 5.40 -0.522
O -2.85 1.31 5.65 0.171
O -4.45 -0.12 4.95 0.073
F -7.24 1.81 5.40 0.093
H -6.29 -0.46 5.82 0.153
H -6.27 -0.58 4.05 0.142
H -6.08 1.83 3.77 0.170
```

Values from the calculation:
Calculated total energy, eV: -304208.448
Net charge: +1

=====

[2]
4 unconnected molecules or ions with the total composition C44H51F7IN4O10S2. Source: OMol25; level of theory: wB97M-V/def2-TZVPD.

Geometry as XYZ:
```
119
Properties=species:S:1:pos:R:3:lowdin_charge:R:1
C 1.82 -2.51 2.76 0.182
C 1.19 -1.51 3.00 -0.087
N 0.39 -0.34 3.16 0.213
C 0.58 0.72 2.40 -0.211
N -0.37 1.80 2.60 0.095
C -1.23 1.77 1.38 -0.283
S -2.88 1.09 1.80 0.827
O -2.69 -0.20 2.51 -0.298
O -3.78 0.83 0.67 -0.266
C -3.76 2.21 3.01 -0.383
F -2.88 2.44 4.09 0.066
F -4.86 1.57 3.52 0.137
C -4.16 3.64 2.45 -0.260
F -4.90 4.26 3.48 0.107
F -3.08 4.49 2.21 0.115
C -5.10 3.66 1.17 -0.378
F -5.82 4.86 1.19 0.106
F -6.06 2.66 1.18 0.153
F -4.39 3.69 -0.03 0.119
C -0.53 1.21 0.07 -0.293
C -1.28 1.98 -1.14 -0.019
C -0.79 -0.32 -0.27 -0.129
C -0.66 -0.75 -1.80 -0.185
C -2.06 -0.98 -2.53 -0.178
C -2.02 -2.30 -3.47 -0.190
C -2.90 -3.50 -2.87 -0.176
C -2.00 -4.67 -2.26 -0.159
C -2.38 -5.06 -0.76 -0.239
O -3.80 -5.20 -0.56 -0.212
C -4.22 -4.20 0.40 -0.121
C 1.04 1.63 0.18 -0.267
C 1.24 3.20 0.30 -0.112
C 1.22 4.03 -1.08 -0.252
C 2.69 4.57 -1.51 -0.502
S 2.93 4.07 -3.30 0.642
C 1.91 1.20 -1.08 -0.068
C 2.51 -0.24 -1.15 -0.390
C 3.76 -0.37 -2.16 -0.070
N 2.15 -1.32 -0.58 0.129
N 1.55 0.83 1.37 0.022
C 2.91 1.19 1.83 -0.118
C 3.86 0.03 2.33 -0.777
O 3.89 -0.17 3.53 -0.035
I 5.17 -1.20 1.14 0.938
H 2.20 -3.52 2.43 0.070
H -0.36 -0.37 3.86 0.196
H 0.06 2.71 2.75 0.141
H -1.42 2.88 1.17 0.133
H -0.67 1.95 -2.10 0.089
H -2.28 1.48 -1.37 0.100
H -1.46 3.07 -0.93 0.095
H -0.14 -0.96 0.42 0.101
H -1.84 -0.67 0.00 0.103
H -0.14 -1.76 -1.80 0.104
H -0.04 -0.07 -2.45 0.096
H -2.34 -0.13 -3.22 0.108
H -2.88 -1.18 -1.78 0.099
H -2.48 -2.03 -4.47 0.104
H -0.96 -2.62 -3.71 0.105
H -3.49 -3.92 -3.74 0.110
H -3.66 -3.13 -2.11 0.095
H -0.89 -4.43 -2.28 0.103
H -2.17 -5.59 -2.92 0.116
H -1.92 -6.07 -0.55 0.119
H -1.93 -4.34 0.00 0.115
H -5.34 -4.06 0.40 0.099
H -3.77 -3.20 0.09 0.075
H -3.90 -4.43 1.46 0.097
H 0.49 3.74 0.96 0.107
H 2.25 3.51 0.74 0.114
H 0.79 3.48 -1.95 0.050
H 0.60 4.97 -0.94 0.121
H 2.65 5.70 -1.53 0.078
H 3.51 4.18 -0.85 0.073
H 2.01 4.87 -3.97 -0.108
H 1.41 1.45 -2.06 0.119
H 2.83 1.88 -1.07 0.112
H 4.15 -1.43 -2.22 0.050
H 4.57 0.39 -1.92 0.075
H 3.34 -0.07 -3.17 0.096
H 2.73 -2.12 -0.83 0.053
H 2.79 1.89 2.72 0.151
H 3.52 1.80 1.09 0.135
C 5.78 -2.24 -5.24 0.018
C 7.03 -1.98 -5.64 0.028
C 8.19 -2.62 -4.98 -0.384
O 9.33 -2.38 -5.34 0.122
C 7.92 -3.55 -3.86 0.027
C 6.68 -3.81 -3.47 0.019
C 5.51 -3.18 -4.13 -0.397
O 4.37 -3.41 -3.77 0.078
H 4.92 -1.78 -5.71 0.122
H 7.25 -1.30 -6.45 0.126
H 8.78 -4.01 -3.40 0.125
H 6.46 -4.49 -2.66 0.121
C 2.75 -7.01 1.24 0.020
C 2.87 -8.32 1.46 0.033
C 4.09 -8.89 2.08 -0.380
O 4.20 -10.08 2.27 0.129
C 5.17 -7.95 2.44 0.033
C 5.05 -6.64 2.23 0.022
C 3.83 -6.07 1.61 -0.378
O 3.72 -4.87 1.42 0.033
H 1.86 -6.58 0.80 0.120
H 2.09 -9.03 1.20 0.128
H 6.05 -8.38 2.89 0.128
H 5.83 -5.94 2.49 0.123
C -6.78 7.64 2.42 0.021
C -6.60 7.28 3.69 0.024
C -7.12 8.11 4.80 -0.385
O -6.96 7.79 5.96 0.108
C -7.86 9.35 4.45 0.023
C -8.04 9.70 3.18 0.023
C -7.52 8.87 2.07 -0.384
O -7.68 9.19 0.91 0.110
H -6.41 7.05 1.60 0.101
H -6.07 6.38 3.97 0.103
H -8.23 9.94 5.27 0.124
H -8.57 10.60 2.90 0.124
```

Values from the calculation:
Calculated total energy, eV: -121664.647
Net charge: +1

=====

[3]
A molecular structure, C44H52AsBrN7O4Y. Source: OMol25; level of theory: wB97M-V/def2-TZVPD.

Geometry as XYZ:
```
110
Properties=species:S:1:pos:R:3:lowdin_charge:R:1
Y -0.33 -0.30 0.05 1.524
C -3.11 2.17 -0.13 -0.038
O -2.83 0.76 -0.12 -0.202
C -3.90 -0.04 0.26 -0.201
C -5.15 0.43 0.62 -0.045
C -6.16 -0.46 0.96 -0.644
Br -7.83 0.22 1.53 0.805
C -5.94 -1.82 0.90 -0.042
C -4.69 -2.31 0.54 -0.074
C -3.65 -1.42 0.27 -0.155
O -2.34 -1.86 0.05 -0.030
C -4.56 -3.76 0.44 -0.282
N -5.20 -4.58 1.22 0.194
C -4.98 -5.84 0.72 -0.214
C -5.47 -7.07 1.15 0.005
C -5.14 -8.18 0.39 -0.073
C -4.33 -8.08 -0.75 -0.080
C -3.82 -6.87 -1.17 -0.031
C -4.16 -5.75 -0.43 -0.192
N -3.85 -4.41 -0.56 0.150
H -3.93 2.39 -0.81 0.116
H -2.20 2.67 -0.47 0.076
H -3.36 2.53 0.88 0.113
H -5.37 1.49 0.65 0.105
H -6.72 -2.54 1.10 0.122
H -2.34 -2.83 0.13 0.116
H -6.09 -7.14 2.02 0.119
H -5.51 -9.15 0.69 0.110
H -4.11 -8.97 -1.31 0.107
H -3.20 -6.80 -2.05 0.100
H -3.48 -3.99 -1.39 0.162
N 2.08 -1.03 0.77 -0.002
C 2.56 -1.78 -0.43 -0.285
C 3.95 -2.40 -0.20 -0.129
C 4.32 -3.66 -0.99 -0.172
C 4.16 -3.59 -2.52 -0.137
N 2.82 -3.92 -2.97 0.089
C 2.21 -5.09 -2.76 -0.451
N 2.90 -6.17 -2.39 0.241
N 0.91 -5.21 -3.03 0.212
C 1.33 -2.69 -0.74 -0.625
O 1.34 -3.89 -0.60 0.063
O 0.32 -1.99 -1.13 -0.186
H 2.74 -0.28 0.98 0.049
H 2.11 -1.66 1.58 0.121
H 2.62 -1.05 -1.25 0.138
H 4.07 -2.65 0.85 0.124
H 4.68 -1.62 -0.43 0.125
H 3.74 -4.50 -0.60 0.099
H 5.38 -3.86 -0.78 0.124
H 4.86 -4.29 -2.99 0.126
H 4.40 -2.60 -2.89 0.137
H 2.22 -3.15 -3.23 0.155
H 3.89 -6.14 -2.27 0.127
H 2.43 -7.05 -2.24 0.142
H 0.34 -4.38 -3.07 0.121
H 0.43 -6.06 -2.79 0.133
C -0.19 5.34 -4.97 -0.033
C 0.31 4.50 -3.84 -0.252
C -0.22 3.25 -3.57 -0.012
C 0.21 2.49 -2.49 -0.285
C -0.33 1.07 -2.42 -0.072
C 1.17 2.99 -1.61 -0.290
As 1.73 2.09 0.09 1.357
N 0.12 1.46 0.82 -0.416
C 0.03 1.16 2.17 -0.414
C -1.16 0.58 2.68 -0.077
C -1.31 0.27 4.02 -0.067
C -0.28 0.51 4.91 -0.069
C 0.90 1.07 4.45 -0.050
C 1.06 1.39 3.11 -0.043
C 2.02 3.67 1.28 -0.318
C 1.02 4.60 1.55 -0.266
C -0.31 4.61 0.85 -0.047
C 1.24 5.57 2.52 0.005
C 2.42 5.64 3.24 -0.248
C 2.61 6.63 4.35 -0.034
C 3.42 4.73 2.93 0.002
C 3.24 3.75 1.98 -0.321
C 4.33 2.74 1.73 -0.075
C 1.84 4.17 -1.99 -0.268
C 3.10 4.62 -1.31 -0.042
C 1.38 4.92 -3.06 0.008
H -1.07 4.90 -5.43 0.080
H 0.58 5.45 -5.73 0.092
H -0.45 6.34 -4.62 0.091
H -0.97 2.84 -4.24 0.121
H -0.54 0.72 -3.44 0.110
H -1.28 1.01 -1.87 0.059
H 0.46 0.40 -2.01 0.034
H -2.04 0.48 2.04 0.081
H -2.25 -0.13 4.37 0.117
H -0.39 0.27 5.96 0.111
H 1.71 1.27 5.13 0.117
H 1.97 1.85 2.78 0.061
H -0.30 3.95 -0.02 0.028
H -0.55 5.62 0.51 0.096
H -1.09 4.29 1.53 0.088
H 0.45 6.28 2.73 0.125
H 1.72 7.24 4.49 0.081
H 3.46 7.28 4.15 0.091
H 2.81 6.10 5.28 0.090
H 4.36 4.79 3.46 0.125
H 5.21 2.98 2.33 0.085
H 4.62 2.72 0.68 0.062
H 4.00 1.73 2.01 0.054
H 3.68 3.75 -0.99 0.057
H 2.91 5.25 -0.45 0.088
H 3.71 5.19 -2.02 0.092
H 1.88 5.84 -3.31 0.132
```

Values from the calculation:
Calculated total energy, eV: -197008.368
Net charge: +2

=====

Number 1: maximum force 5.598 eV/Å. Number 2: maximum force 6.613 eV/Å. Number 3: maximum force 3.938 eV/Å.